No. 1
The following is a quantum chemistry calculation of an isolated ion of composition C7H12 and charge +1 at a distorted geometry, from OMol25.

The geometry in XYZ format:
```
19
Properties=species:S:1:pos:R:3:forces:R:3
C -1.9391 -1.6174 -0.0301 -0.93 -1.04 0.02
C -1.0226 -0.4787 0.5591 0.56 -4.00 -1.48
C -0.1542 0.1049 -0.4882 -1.17 -0.66 -1.10
C 1.0861 0.6460 -0.1766 0.31 1.99 3.63
C 1.5714 0.7848 1.2470 -0.92 -0.16 -1.69
C 2.6270 1.5896 1.5794 1.23 -0.41 -0.65
C -0.6162 0.1039 -1.9302 0.84 1.29 -1.70
H -2.6369 -1.2443 -0.7915 -0.30 -0.11 0.68
H -1.4211 -2.4320 -0.5693 0.84 0.92 -0.06
H -2.4149 -2.3558 0.7073 0.10 2.00 -0.42
H -0.3414 -1.1471 1.0876 0.50 0.43 0.74
H -1.4325 0.1661 1.2873 -0.69 0.96 0.51
H 1.4441 1.3881 -0.8814 0.77 -0.49 -0.20
H 1.0871 0.3128 2.1275 0.13 -0.13 -1.14
H 3.0512 1.5405 2.5931 -0.51 0.40 -0.42
H 3.2398 2.1250 0.8236 -0.66 -0.29 0.54
H 0.1045 0.7540 -2.5287 -0.73 -0.85 0.73
H -0.6262 -0.8766 -2.5300 -0.15 1.11 1.46
H -1.6060 0.6362 -2.0858 0.81 -0.97 0.57
```
Positions in Å, forces in eV/Å.

The gap between HOMO and LUMO (spin up / spin down) comes out at 0.3541 / 0.2858 Ha. As for the net charge: +1. Its spin multiplicity is 2.


No. 2
The following is a quantum chemistry calculation of an isolated ion of composition C7H12 and charge +1 at a distorted geometry, from OMol25.

The geometry in XYZ format:
```
19
Properties=species:S:1:pos:R:3:forces:R:3
C -1.5107 1.2868 1.7325 -2.99 1.60 2.66
C -1.1301 1.4525 0.3399 -0.46 -1.35 -4.23
C 0.2041 0.7854 -0.0017 0.04 1.03 -1.68
C 1.3438 1.6695 -0.1894 0.45 -5.72 0.27
C 0.8142 -2.8304 -1.0397 0.51 -0.26 1.85
C 1.1638 -1.3957 -0.7151 -1.67 -3.32 -0.88
C 0.1173 -0.6299 -0.4252 1.41 4.62 1.57
H -0.8294 1.9389 2.3800 -0.87 -1.50 -0.43
H -1.7435 0.2490 2.0454 0.89 0.57 0.12
H -2.5757 1.7906 1.8249 2.06 -0.81 0.01
H -1.9124 0.8886 -0.4378 1.69 1.62 2.06
H -1.1231 2.5350 0.0954 0.19 -0.71 -0.10
H 1.3243 2.6717 -0.2444 -0.90 3.49 0.14
H 2.3834 1.3030 -0.3440 -0.97 -0.17 0.10
H 1.3278 -3.5742 -0.2967 -0.93 1.21 -1.70
H -0.2403 -3.0247 -1.2266 -0.38 0.16 1.31
H 1.0747 -2.9491 -2.0421 1.79 -0.78 -1.72
H 2.1531 -1.1504 -0.9132 1.71 0.92 0.38
H -0.8412 -1.0168 -0.5422 -1.56 -0.62 0.27
```
Positions in Å, forces in eV/Å.

The gap between HOMO and LUMO (spin up / spin down) comes out at 0.3455 / 0.2854 Ha. As for the net charge: +1. Its spin multiplicity is 2.


No. 3
The following is a quantum chemistry calculation of C7H12AuBrN2O7P2 as an isolated structure, from OMol25.

The geometry in XYZ format:
```
32
Properties=species:S:1:pos:R:3:forces:R:3
Au -0.4016 0.3744 -2.1350 0.06 0.01 -0.15
N 3.3652 1.8615 0.5026 -0.12 -0.08 -0.12
C 2.0787 1.2773 -0.0659 -0.03 0.13 -0.28
C 1.2123 0.7019 1.0468 0.00 0.15 0.04
P 2.6755 0.0658 -1.3509 0.30 -0.10 0.16
O 2.5217 -1.2986 -0.4683 0.08 0.05 -0.25
O 4.1120 0.4320 -1.5303 -0.16 -0.10 -0.03
O 1.7685 -0.0564 -2.5509 -0.11 0.15 0.29
P 1.2403 2.7891 -0.7723 0.05 0.10 0.08
O 2.2048 2.9965 -2.0518 -0.05 0.00 0.04
O 1.4948 3.8366 0.2541 0.03 -0.05 -0.03
O -0.1625 2.4629 -1.2088 0.10 -0.15 0.02
H 3.6274 1.4203 1.3789 0.02 -0.07 0.04
H 3.2069 2.8709 0.6418 -0.10 0.08 0.08
H 4.0839 1.6434 -0.2279 0.02 -0.03 0.01
H 1.7395 -0.0854 1.5869 0.01 -0.03 -0.01
H 0.3061 0.2725 0.6171 0.04 -0.02 0.00
H 0.9127 1.4939 1.7379 0.00 -0.01 -0.01
H 2.6418 -2.0658 -1.0436 -0.05 0.00 0.10
H 1.8479 3.5970 -2.7153 -0.02 -0.03 0.00
O -5.2825 -3.1887 1.2801 0.02 0.01 -0.01
C -4.1550 -2.5226 0.9585 -0.04 -0.03 0.02
C -3.1568 -2.2142 1.8776 0.01 0.00 0.07
C -2.0469 -1.5240 1.4321 0.01 0.00 -0.03
N -1.8790 -1.1375 0.1647 -0.02 -0.03 0.03
C -2.8412 -1.4512 -0.6671 0.10 0.07 0.07
Br -2.5738 -0.8891 -2.4795 -0.07 -0.03 -0.01
C -3.9994 -2.1324 -0.3640 -0.12 -0.04 -0.14
H -5.2904 -3.4013 2.2197 0.01 0.00 0.02
H -3.2472 -2.5049 2.9170 0.02 0.01 -0.01
H -1.2469 -1.2646 2.1164 -0.03 0.00 -0.01
H -4.7571 -2.3594 -1.1008 0.04 0.02 0.03
```
Positions in Å, forces in eV/Å.

The gap between HOMO and LUMO comes out at 0.3277 Ha.


No. 4
The following is a quantum chemistry calculation of C7H12CdO5 as an isolated structure at a distorted geometry, from OMol25.

The geometry in XYZ format:
```
25
Properties=species:S:1:pos:R:3:forces:R:3
O 1.4371 -0.2711 2.5819 1.09 -0.15 2.02
C 2.2467 0.7492 2.5717 0.67 0.82 -1.14
C 2.3560 1.5797 1.4811 1.63 -1.14 0.99
O 1.7537 1.0587 0.3268 0.39 1.45 -1.39
C 2.4466 1.0563 -0.9187 0.23 0.36 0.31
C 1.4565 0.8515 -2.0471 0.26 0.01 -0.71
O 0.5838 1.9397 -2.1934 0.32 0.00 0.56
C -0.7626 1.6471 -2.4791 -0.54 0.23 -0.04
H 2.9473 0.8895 3.4064 -0.57 0.17 0.04
H 3.2141 2.2322 1.3153 -0.49 0.06 0.09
H 3.2074 0.2608 -0.9133 -0.15 0.07 -0.09
H 2.9688 2.0169 -1.0339 -0.21 -0.14 -0.04
H 2.0341 0.7999 -2.9803 0.25 -0.30 0.11
H 0.9169 -0.1098 -1.9744 0.06 0.25 0.28
H -1.0450 2.2162 -3.3725 -0.02 -0.19 0.02
H -0.9170 0.5709 -2.6661 -0.04 0.36 0.10
H -1.3900 1.9782 -1.6370 0.16 -0.33 -0.28
O -0.5813 -2.1058 0.4826 -3.05 -2.08 -1.13
C -1.8074 -1.8993 0.3487 1.20 -1.17 1.42
C -2.3418 -0.5260 0.3804 -0.93 2.28 1.80
O -1.3427 0.3915 0.2574 -3.22 1.04 -1.30
Cd 0.3073 -0.3003 0.9475 1.75 -0.11 1.15
H -2.5104 -2.7502 0.3057 0.31 0.10 -0.20
H -3.0688 -0.4567 -0.4601 -0.20 0.01 0.56
H -2.9479 -0.2416 1.5291 1.10 -1.60 -3.13
```
Positions in Å, forces in eV/Å.

The gap between HOMO and LUMO comes out at 0.2688 Ha.


No. 5
The following is a quantum chemistry calculation of C7H12ClIO3PTi as an isolated structure at a distorted geometry, from OMol25.

The geometry in XYZ format:
```
26
Properties=species:S:1:pos:R:3:forces:R:3
C -2.5321 1.9503 -2.3578 0.93 1.47 0.80
C -1.9081 0.7071 -2.0213 -4.26 -6.87 -1.07
H -3.3600 1.8350 -3.0637 0.10 -0.75 -0.39
H -1.7399 2.5817 -2.7549 -0.15 0.68 -0.08
H -2.9862 2.3748 -1.4331 0.52 -0.02 -0.29
O -2.0228 -0.4611 -1.9410 1.62 5.89 0.08
I -2.5392 1.8751 2.8502 1.07 -0.88 -0.92
Ti -0.8145 0.9515 1.1592 -1.26 4.62 -1.15
P 0.9558 -0.5867 0.4139 2.04 -1.69 0.27
C 1.1156 -2.3481 0.8060 -0.89 -0.35 0.26
C 0.9164 -0.4826 -1.3811 -0.78 0.26 -0.52
H 2.5902 1.0679 1.0643 0.28 0.06 -0.11
H 3.2535 -0.2532 0.0745 0.09 -0.04 0.20
H 2.9132 -0.5030 1.8335 -0.07 0.05 -0.29
C 2.5872 -0.0115 0.9082 0.16 0.82 0.34
H 0.1094 0.1481 -1.7667 0.87 -0.15 0.10
H 1.8562 -0.0809 -1.7461 0.18 0.02 -0.02
H 1.7157 -2.8482 0.0417 0.05 0.20 -0.06
H 0.1297 -2.8134 0.8229 0.13 -0.28 -0.08
H 0.7507 -1.4925 -1.7433 0.04 -0.14 -0.28
H 1.5844 -2.5274 1.7776 -0.06 0.25 -0.06
C -1.7534 -0.8443 0.9898 -3.51 -7.87 1.57
O -2.1542 -1.9217 1.2361 2.09 5.98 -1.60
Cl -0.0074 2.5829 -0.1631 -0.66 -1.19 0.74
O 1.0013 0.4414 3.6715 -3.69 1.21 -5.36
C 0.3386 0.6588 2.7225 5.15 -1.29 7.93
```
Positions in Å, forces in eV/Å.

The gap between HOMO and LUMO (spin up / spin down) comes out at 0.2414 / 0.2415 Ha. As for the net charge: +3.


Sequential calculated total energy output: -7443.278 -7442.592 -117083.853 -22250.634 -66590.571 eV
Sequential relative energy (zero: lowest compared OMol25 entry of this formula, charge and spin) output: 1.175 1.861 0.997 0.911 1.753 eV